1.
{
  "formula": "C4H12S",
  "method": "ωB97M-V/def2-TZVPD",
  "species": ["C", "S", "C", "H", "H", "H", "H", "H", "H", "C", "C", "H", "H", "H", "H", "H", "H"],
  "positions_angstrom": [[-1.888, 0.477, 0.599], [-2.023, -0.320, 2.223], [-0.284, -0.239, 2.695], [-1.140, -0.092, 0.047], [-2.765, 0.224, 0.011], [-1.639, 1.523, 0.702], [-0.027, 0.478, 3.475], [0.299, 0.056, 1.824], [0.099, -1.213, 2.990], [0.917, 0.171, -1.191], [1.480, -0.459, -2.467], [0.346, 1.084, -1.396], [0.157, -0.408, -0.683], [1.649, 0.449, -0.433], [0.771, -1.100, -2.991], [2.394, -0.994, -2.246], [1.654, 0.361, -3.160]],
  "smiles": "CSC.CC",
  "total_charge": 0,
  "de_lowest_ev": 0.616,
  "e_tot_ha": -557.747762,
  "homo_lumo_gap_ev": 9.4
}

---

2.
{
  "formula": "C4H12S",
  "method": "ωB97M-V/def2-TZVPD",
  "species": ["C", "S", "C", "H", "H", "H", "H", "H", "H", "C", "C", "H", "H", "H", "H", "H", "H"],
  "positions_angstrom": [[-0.790, 1.851, 0.529], [-0.805, 1.241, 2.275], [0.718, 0.210, 2.527], [-0.810, 1.063, -0.227], [-1.708, 2.390, 0.349], [0.081, 2.502, 0.422], [1.620, 0.799, 2.399], [0.563, -0.526, 1.731], [0.776, -0.042, 3.597], [-0.478, -1.596, -1.294], [0.562, -0.826, -2.074], [-0.934, -0.973, -0.513], [-1.223, -1.918, -2.044], [-0.108, -2.488, -0.778], [0.711, -1.221, -3.109], [1.564, -0.701, -1.643], [0.262, 0.236, -2.147]],
  "smiles": "CSC.CC",
  "total_charge": 0,
  "de_lowest_ev": 0.592,
  "e_tot_ha": -557.748656,
  "homo_lumo_gap_ev": 9.5
}

---

3.
{
  "formula": "C4H12S",
  "method": "ωB97M-V/def2-TZVPD",
  "species": ["C", "S", "C", "H", "H", "H", "H", "H", "H", "C", "C", "H", "H", "H", "H", "H", "H"],
  "positions_angstrom": [[0.346, 1.860, 1.312], [-0.100, 1.335, 2.967], [-0.834, -0.294, 2.662], [-0.324, 2.627, 0.920], [1.351, 2.270, 1.221], [0.223, 1.072, 0.570], [-0.925, -0.451, 1.584], [-1.849, -0.342, 3.054], [-0.197, -1.075, 3.061], [0.968, -0.930, -1.849], [-0.402, -0.772, -2.504], [1.752, -0.811, -2.600], [1.132, -0.261, -1.010], [1.126, -1.932, -1.449], [-1.172, -0.548, -1.758], [-0.713, -1.744, -2.904], [-0.381, -0.006, -3.278]],
  "smiles": "CSC.CC",
  "total_charge": 0,
  "de_lowest_ev": 0.350,
  "e_tot_ha": -557.757558,
  "homo_lumo_gap_ev": 9.5
}

---

4.
{
  "formula": "C4H12S",
  "method": "ωB97M-V/def2-TZVPD",
  "species": ["C", "S", "C", "H", "H", "H", "H", "H", "H", "C", "C", "H", "H", "H", "H", "H", "H"],
  "positions_angstrom": [[0.129, 1.121, -1.717], [1.484, 1.563, -0.515], [2.649, 0.187, -0.826], [0.259, 1.858, -2.531], [0.263, 0.189, -2.243], [-0.843, 1.280, -1.280], [2.326, -0.822, -0.609], [3.520, 0.408, -0.205], [3.051, 0.104, -1.848], [-1.172, -1.453, 1.444], [-1.991, -0.057, 1.463], [-1.042, -1.697, 2.506], [-1.759, -2.169, 0.876], [-0.166, -1.248, 1.046], [-1.439, 0.670, 2.041], [-2.973, -0.238, 1.928], [-2.298, 0.304, 0.469]],
  "smiles": "CSC.CC",
  "total_charge": 0,
  "de_lowest_ev": 0.560,
  "e_tot_ha": -557.749833,
  "homo_lumo_gap_ev": 9.5
}

---

5.
{
  "formula": "C4H12S",
  "method": "ωB97M-V/def2-TZVPD",
  "species": ["C", "S", "C", "H", "H", "H", "H", "H", "H", "C", "C", "H", "H", "H", "H", "H", "H"],
  "positions_angstrom": [[1.764, 1.817, -0.636], [0.572, 1.639, 0.900], [-0.939, 1.973, 0.029], [1.442, 0.892, -1.230], [1.455, 2.552, -1.329], [2.782, 1.839, -0.426], [-1.435, 2.579, 0.682], [-1.644, 1.258, -0.407], [-0.684, 2.624, -0.821], [-0.839, -3.739, 0.302], [-1.012, -3.016, -1.053], [-1.633, -3.255, 0.925], [-0.681, -4.906, 0.160], [0.285, -3.417, 0.518], [0.001, -2.861, -1.367], [-1.563, -2.007, -1.013], [-1.310, -3.728, -1.936]],
  "smiles": "CSC.CC",
  "total_charge": 0,
  "de_lowest_ev": 2.119,
  "e_tot_ha": -557.692528,
  "homo_lumo_gap_ev": 9.5
}

---

6.
{
  "formula": "C4H12S",
  "method": "ωB97M-V/def2-TZVPD",
  "species": ["C", "S", "C", "H", "H", "H", "H", "H", "H", "C", "C", "H", "H", "H", "H", "H", "H"],
  "positions_angstrom": [[2.807, -2.461, 0.637], [1.772, -1.524, -0.468], [2.502, 0.118, -0.319], [3.241, -1.932, 1.482], [3.636, -2.933, 0.115], [2.187, -3.255, 1.062], [3.360, 0.201, -0.977], [1.737, 0.836, -0.593], [2.854, 0.267, 0.698], [-4.929, 2.521, 0.540], [-3.535, 2.516, -0.052], [-5.463, 3.458, 0.409], [-4.910, 2.251, 1.591], [-5.540, 1.766, 0.037], [-3.510, 2.454, -1.133], [-2.907, 3.318, 0.339], [-2.997, 1.610, 0.261]],
  "smiles": "CSC.CC",
  "total_charge": 0,
  "de_lowest_ev": 0.249,
  "e_tot_ha": -557.761269,
  "homo_lumo_gap_ev": 9.4
}

---

7.
{
  "formula": "C4H12S",
  "method": "ωB97M-V/def2-TZVPD",
  "species": ["C", "C", "S", "H", "H", "H", "H", "H", "H", "C", "C", "H", "H", "H", "H", "H", "H"],
  "positions_angstrom": [[0.798, -0.282, -1.815], [-0.269, 0.812, -1.753], [-0.172, -1.783, -2.280], [1.581, -0.186, -2.567], [1.354, -0.588, -0.931], [-1.218, 0.558, -1.299], [-0.170, -2.445, -1.099], [-0.288, 1.250, -2.747], [0.193, 1.565, -1.098], [-0.293, 0.918, 2.149], [-0.217, -0.582, 1.680], [-1.289, 1.332, 2.087], [0.042, 0.902, 3.186], [0.535, 1.400, 1.633], [0.839, -0.784, 1.512], [-0.839, -0.892, 0.839], [-0.587, -1.195, 2.503]],
  "total_charge": 1,
  "spin_multiplicity": 2,
  "de_lowest_ev": 1.015,
  "e_tot_ha": -557.416643,
  "homo_lumo_gap_ev": [11.1, 6.0]
}

---

8.
{
  "formula": "C4H12S2",
  "method": "ωB97M-V/def2-TZVPD",
  "species": ["C", "S", "C", "H", "H", "H", "H", "H", "H", "C", "S", "C", "H", "H", "H", "H", "H", "H"],
  "positions_angstrom": [[-4.754, -1.521, -1.649], [-3.648, -0.679, -0.479], [-3.108, -2.131, 0.507], [-5.216, -0.705, -2.209], [-4.204, -2.199, -2.294], [-5.601, -1.977, -1.133], [-3.275, -3.052, -0.036], [-3.707, -1.984, 1.402], [-2.092, -2.080, 0.901], [4.825, 1.185, -0.303], [4.223, 1.030, 1.394], [3.056, 2.398, 1.434], [4.100, 0.867, -1.042], [5.252, 2.173, -0.445], [5.718, 0.553, -0.348], [2.504, 2.537, 0.501], [3.579, 3.351, 1.555], [2.348, 2.232, 2.242]],
  "total_charge": -1,
  "spin_multiplicity": 2,
  "de_lowest_ev": 1.423,
  "e_tot_ha": -955.895090,
  "homo_lumo_gap_ev": [1.8, 8.6]
}